Computed, not measured: 7 unconnected molecules or ions with the total composition C35H43BF18IN2O14P in a non-equilibrium geometry, with the ωB97M-V functional and the def2-TZVPD basis.

total charge	+2
HOMO	-0.5094	Eh
lowest unoccupied orbital energy	-7.49	eV
strongest force on any atom	1.457	eV/Å
orbital gap	6.4	eV
DFT total energy	-4983.54778	Ha

Geometry as XYZ:
```
115
Properties=species:S:1:pos:R:3:mulliken_charge:R:1
C 5.602 -5.124 -0.916 -0.864
B 4.877 -3.777 -0.681 0.246
O 5.460 -2.573 -0.613 -0.407
N 3.326 -3.873 -0.497 0.068
C 2.477 -3.644 -1.510 -0.709
C 1.117 -3.770 -1.322 -1.119
C 0.623 -4.134 -0.080 0.982
C -0.824 -4.317 0.168 1.008
C -1.400 -3.975 1.385 -1.051
C -2.745 -4.184 1.596 -0.175
N -3.536 -4.693 0.635 0.237
P -5.318 -4.843 1.111 0.198
O -5.261 -6.195 1.997 -0.406
I -6.419 -5.510 -0.951 0.063
C -3.002 -5.032 -0.550 -0.090
C -1.656 -4.861 -0.807 -1.103
C 1.521 -4.335 0.962 -0.845
C 2.874 -4.198 0.723 -0.505
H 5.416 -5.777 -0.057 0.345
H 6.672 -5.007 -1.033 0.286
H 5.165 -5.652 -1.764 0.366
H 5.141 -1.908 -1.238 0.326
H 2.917 -3.383 -2.467 1.104
H 0.454 -3.584 -2.150 0.705
H -0.791 -3.559 2.170 0.397
H -3.187 -3.934 2.550 0.569
H -4.725 -6.867 1.545 0.386
H -3.640 -5.450 -1.311 0.261
H -1.238 -5.155 -1.755 0.587
H 1.220 -4.600 1.962 0.647
H 3.588 -4.374 1.511 0.503
C -4.485 0.399 5.701 -0.960
C -3.886 -0.986 5.769 -0.292
O -2.821 -1.134 4.795 -0.239
C -1.627 -0.704 5.159 0.236
O -1.310 -0.225 6.204 -0.533
C -0.624 -0.961 4.023 1.000
F -1.118 -0.634 2.821 -0.263
F -0.310 -2.280 3.964 -0.302
F 0.499 -0.286 4.195 -0.211
H -4.816 0.619 4.686 0.148
H -5.339 0.475 6.372 0.403
H -3.759 1.163 5.979 0.319
H -4.631 -1.733 5.505 0.332
H -3.520 -1.226 6.766 0.351
C -6.698 4.890 2.160 -1.112
C -6.551 4.205 0.820 -0.210
O -6.062 2.852 0.979 -0.319
C -6.973 1.937 1.263 0.320
O -8.145 2.104 1.403 -0.489
C -6.304 0.555 1.352 0.945
F -5.150 0.595 2.037 -0.255
F -6.026 0.082 0.127 -0.279
F -7.097 -0.327 1.953 -0.260
H -5.757 4.859 2.710 0.301
H -6.989 5.930 2.021 0.380
H -7.453 4.398 2.772 0.318
H -5.809 4.713 0.209 0.314
H -7.488 4.200 0.266 0.336
C 1.169 -0.414 8.060 -0.895
C 1.802 0.793 7.405 -0.148
O 2.757 1.420 8.277 -0.323
C 3.970 0.884 8.281 0.343
O 4.331 -0.054 7.634 -0.521
C 4.891 1.682 9.219 0.878
F 4.276 1.976 10.367 -0.239
F 5.251 2.830 8.631 -0.250
F 5.989 0.990 9.496 -0.233
H 0.721 -0.141 9.016 0.311
H 0.399 -0.826 7.415 0.140
H 1.911 -1.188 8.259 0.346
H 1.048 1.549 7.197 0.290
H 2.277 0.533 6.459 0.325
C 1.478 1.785 -3.908 -1.226
C 1.630 1.192 -5.290 -0.140
O 2.012 -0.208 -5.206 -0.354
C 1.041 -1.071 -5.028 0.376
O -0.130 -0.857 -4.921 -0.529
C 1.626 -2.493 -5.002 0.889
F 2.750 -2.555 -4.239 -0.284
F 1.941 -2.916 -6.214 -0.246
F 0.755 -3.369 -4.478 -0.280
H 2.389 1.642 -3.328 0.303
H 1.272 2.850 -3.976 0.400
H 0.663 1.308 -3.361 0.358
H 2.431 1.688 -5.830 0.388
H 0.725 1.298 -5.880 0.332
C 7.048 2.314 -0.153 -0.995
C 6.435 3.696 -0.133 -0.234
O 6.094 4.131 -1.465 -0.312
C 4.938 3.717 -1.945 0.383
O 4.140 3.012 -1.395 -0.542
C 4.720 4.316 -3.345 0.877
F 5.825 4.237 -4.088 -0.255
F 4.374 5.602 -3.254 -0.262
F 3.741 3.671 -3.986 -0.192
H 7.906 2.287 -0.824 0.318
H 7.375 2.031 0.847 0.382
H 6.330 1.573 -0.506 0.199
H 7.152 4.425 0.237 0.325
H 5.558 3.740 0.511 0.313
C -3.677 2.351 -9.150 -1.081
C -2.900 3.555 -9.634 -0.222
O -2.090 4.108 -8.575 -0.320
C -0.919 3.532 -8.373 0.347
O -0.462 2.600 -8.966 -0.522
C -0.166 4.272 -7.256 0.946
F -0.961 4.549 -6.217 -0.261
F 0.334 5.423 -7.707 -0.263
F 0.852 3.530 -6.804 -0.242
H -4.272 2.608 -8.273 0.301
H -4.344 1.993 -9.934 0.373
H -3.007 1.539 -8.868 0.303
H -3.577 4.352 -9.930 0.319
H -2.278 3.314 -10.494 0.321
```

Computed, not measured: 2 unconnected molecules or ions with the total composition C10H11BrO in a non-equilibrium geometry, with the ωB97M-V functional and the def2-TZVPD basis.

total charge	0
HOMO (spin up / spin down)	-0.3250 / -0.3227	Eh
lowest unoccupied orbital energy (spin up / spin down)	-1.03 / -1.02	eV
strongest force on any atom	3.726	eV/Å
orbital gap (spin up / spin down)	7.8 / 7.8	eV
DFT total energy	-3036.76885	Ha

Geometry as XYZ:
```
23
Properties=species:S:1:pos:R:3:nbo_charge:R:1
C -1.012 -2.856 -1.171 -0.176
C -2.021 -2.013 -0.727 -0.215
C 0.318 -2.487 -1.028 -0.235
C -1.708 -0.807 -0.134 -0.128
C 0.644 -1.284 -0.437 -0.097
C -0.369 -0.426 0.019 -0.172
C -0.497 2.156 0.868 -0.487
C -0.030 0.781 0.685 0.357
C 0.956 1.857 0.570 -0.132
C 1.534 2.174 -0.790 -0.624
O 0.050 -0.023 2.769 -0.863
Br 2.232 2.150 2.001 0.067
H -1.263 -3.804 -1.622 0.217
H -3.055 -2.304 -0.837 0.219
H 1.101 -3.147 -1.372 0.219
H -2.485 -0.152 0.231 0.221
H 1.677 -0.998 -0.311 0.210
H -1.115 2.612 0.104 0.232
H -0.752 2.458 1.874 0.278
H 2.547 1.783 -0.880 0.231
H 1.569 3.254 -0.938 0.228
H 0.916 1.730 -1.572 0.220
H 0.764 -0.655 2.697 0.431
```

Computed, not measured: a molecular structure, C37H24BrCdF6N7O4, with the ωB97M-V functional and the def2-TZVPD basis.

total charge	-2
HOMO	-0.0723	Eh
lowest unoccupied orbital energy	3.73	eV
strongest force on any atom	0.503	eV/Å
orbital gap	5.7	eV
DFT total energy	-5449.78106	Ha

Geometry as XYZ:
```
80
Properties=species:S:1:pos:R:3:mulliken_charge:R:1
Cd 1.201 -0.894 -0.382 3.682
O 4.681 -2.977 1.159 -0.873
C 3.550 -2.643 0.761 0.088
N 3.165 -2.054 -0.356 -0.060
C 4.001 -1.756 -1.427 -0.275
C 5.380 -1.978 -1.464 -0.667
C 6.126 -1.683 -2.601 -0.677
C 5.505 -1.156 -3.721 -0.523
C 4.136 -0.909 -3.703 -0.681
C 3.366 -1.184 -2.573 0.441
N 2.015 -0.822 -2.462 0.266
C 1.210 -0.673 -3.503 -0.010
O 1.376 -0.992 -4.691 -0.828
C -0.091 0.069 -3.171 0.134
C -1.069 0.176 -4.153 -0.658
C -2.184 0.955 -3.906 -0.696
C -2.280 1.627 -2.695 -0.551
C -1.271 1.447 -1.764 -0.148
N -0.209 0.674 -1.987 0.230
C 2.370 -3.040 1.656 0.240
C 2.627 -3.694 2.857 -0.682
C 1.567 -4.202 3.583 -0.258
C 0.275 -4.049 3.094 -0.917
C 0.106 -3.350 1.911 -0.055
N 1.124 -2.852 1.216 -0.120
H 5.854 -2.388 -0.586 0.427
H 7.194 -1.875 -2.608 0.350
H 6.079 -0.938 -4.616 0.354
H 3.642 -0.498 -4.572 0.393
H -0.910 -0.350 -5.083 0.499
H -2.969 1.048 -4.647 0.389
H -3.118 2.278 -2.478 0.270
H -1.311 1.940 -0.796 0.563
H 3.656 -3.792 3.172 0.427
H 1.739 -4.724 4.517 0.386
H -0.582 -4.456 3.615 0.413
H -0.883 -3.172 1.502 0.344
Br -3.867 6.269 0.828 -0.252
C -4.525 4.484 0.914 -0.181
C -5.326 4.102 1.974 -0.478
C -5.833 2.813 2.016 -0.129
C -5.542 1.883 1.015 -0.606
C -4.698 2.290 -0.030 0.549
C -4.204 3.583 -0.089 -0.217
N -6.258 0.675 1.014 -0.845
N -5.838 -0.408 0.492 -0.481
C -4.538 -0.770 0.250 0.196
C -4.429 -1.766 -0.748 -0.233
C -3.246 -2.214 -1.258 -1.062
C -1.993 -1.735 -0.758 0.815
O -0.896 -2.125 -1.181 -0.683
C -2.078 -0.783 0.383 -0.703
N -0.894 -0.444 0.927 0.891
C -0.856 0.290 2.020 -0.717
C -2.032 0.677 2.673 -1.169
C -3.247 0.357 2.122 -0.878
C -3.313 -0.348 0.902 1.104
H -5.554 4.807 2.763 0.393
H -6.471 2.505 2.836 0.426
H -4.441 1.578 -0.803 0.360
H -3.552 3.883 -0.900 0.403
H -5.368 -2.133 -1.148 0.398
H -3.212 -2.951 -2.052 0.413
H 0.134 0.554 2.377 0.345
H -1.975 1.220 3.608 0.486
H -4.153 0.626 2.641 0.611
C 4.121 1.221 0.469 -2.238
C 2.823 1.449 1.259 0.829
O 2.005 0.384 1.319 -1.161
C 2.094 2.680 0.635 0.488
F 0.858 2.861 1.136 -0.266
F 1.947 2.522 -0.689 -0.284
F 2.750 3.855 0.808 -0.332
C 3.218 1.812 2.721 0.529
F 3.732 0.741 3.341 -0.257
F 2.163 2.217 3.460 -0.270
F 4.151 2.790 2.834 -0.311
H 3.871 0.996 -0.568 0.356
H 4.630 0.352 0.887 0.446
H 4.778 2.091 0.500 0.496
```